Version P
The following is a DFT calculation (ωB97M-V with the def2-TZVPD basis set) of a cluster of 13 separate species, C16H58N16O13 in total.

LUMO	0.18	eV
frontier orbital gap	8.2	eV
highest occupied orbital energy	-8.05	eV

```
! wB97M-V def2-TZVPD RIJCOSX def2/J DEFGRID3
* xyz 0 1
O 1.1208 0.1369 3.8328
O 4.4854 0.2286 -1.4658
O -0.5291 2.2236 -3.4574
O -2.8035 -0.1656 1.0499
O 1.4711 -0.2614 -2.8615
O 0.8952 4.5464 -2.7570
O -0.1699 -0.3963 -0.0399
O 1.4196 -3.3753 0.3788
O -3.0994 2.6010 0.3051
O 4.1973 -0.4645 1.5288
O -0.7363 -4.5391 3.1951
O -1.4419 1.5602 2.5304
O -1.7996 -4.3226 -2.3979
N 0.2326 -2.2434 -2.6804
N 0.8740 -1.5872 2.2038
N -1.5851 -2.8834 -0.5511
N -1.6001 -2.4746 2.2883
N -5.1747 -0.3733 1.0601
N 5.2698 -0.8199 3.5574
N -2.9386 -4.0878 2.4736
N -0.8397 -0.4938 -3.4084
N -2.8018 -4.6212 -0.2674
N 0.4464 2.7882 3.2922
N 3.2634 -2.1650 -0.5671
N 5.8719 0.9223 2.4137
N -1.2353 3.9646 2.5452
N 0.9964 -2.2565 4.1612
N 2.3320 -3.6952 -1.8077
N -4.0730 -1.7897 -0.0280
C -3.0638 2.3611 -1.1042
C 2.3554 -3.0783 -0.6475
C 0.2191 0.9357 -0.1913
C -1.0952 2.3520 -4.7429
C -4.4834 2.8777 -1.5286
C -3.9974 -0.6823 0.6740
C -0.7546 2.7599 2.7868
C 4.2503 1.0596 -2.5384
C 1.5958 1.1273 0.4665
C 0.9937 -1.2403 3.4302
C 1.3656 4.0302 -1.5243
C 5.0991 -0.1120 2.4776
C -2.0238 -3.9847 -1.0915
C 0.2784 -0.9921 -2.9458
C -1.7015 -3.6942 2.6396
C 0.3244 4.2489 -0.4049
H 2.3019 4.4290 -1.1353
H -3.1892 -2.2757 -0.2584
H -0.9553 -2.2986 -1.1086
H -2.9855 -4.4124 0.7215
H -0.2876 3.1429 -3.2523
H 0.6337 -3.1672 3.8726
H 3.4099 1.7449 -2.2295
H 1.5843 2.9969 -1.6512
H 1.0949 -2.7568 -2.2819
H 1.0805 -2.0915 5.1600
H -2.0520 3.9884 1.9614
H -1.5093 -2.8093 0.4963
H 3.3255 -1.6463 0.3178
H -0.7979 1.4483 -5.3138
H -0.7987 3.2641 -5.2489
H 6.2022 -0.8889 3.9284
H -5.2106 2.3373 -0.9330
H 2.9400 -3.5652 -2.6084
H -3.2596 -5.4846 -0.6403
H 6.6444 1.1115 3.0840
H -0.6023 3.7268 -0.5559
H 1.8468 -4.6099 -1.7839
H 3.7423 -0.4006 -1.4738
H -0.5909 -2.0489 2.3015
H -0.7666 0.4879 -3.6164
H -1.1132 -0.3735 0.0440
H -5.2816 0.3533 1.7376
H 2.1779 0.3039 0.1397
H 4.0687 0.5279 -3.4502
H -1.8061 -0.7799 -3.1189
H 0.1162 1.2239 -1.2335
H -4.9304 -2.2518 -0.2752
H 4.6668 -1.6797 3.5058
H -0.4024 1.6134 0.3161
H -3.1298 -5.0405 2.9035
H 5.9838 1.3629 1.4144
H -3.6562 -3.3703 2.5546
H -2.1773 2.3641 -4.5301
H 0.9524 -0.8142 1.5235
H -2.8901 1.3384 -1.2941
H 2.1184 2.0330 0.1641
H 1.1454 3.5228 3.0690
H -4.5306 3.9740 -1.3060
H 1.5961 1.0487 1.5343
H 1.0293 -2.5438 1.7603
H -2.2836 -1.8121 1.9273
H -0.5722 -2.8488 -2.9635
H -0.7849 4.8410 2.9593
H 5.1128 1.6651 -2.7082
H 4.0842 -2.1721 -1.2026
H -4.5514 2.6959 -2.5953
H -2.6864 1.9051 0.7679
H 0.8894 1.8841 3.4130
H 1.1183 5.4860 -2.7489
H 0.1520 5.3195 -0.2419
H -2.2684 3.0391 -1.4953
H 0.7140 3.8669 0.4935
H -6.0725 -0.8287 0.9016
*
```

Here are the Mulliken charges for atoms 1 to 6, given in e: number 1, O, carries -0.84; number 2, O, carries -0.45; number 3, O, carries -0.38; number 4, O, carries -0.95; number 5, O, carries -0.60; number 6, O, carries -0.61

***

Version Q
The following is a DFT calculation (ωB97M-V with the def2-TZVPD basis set) of a cluster of 13 separate species, C16H58N16O13 in total.

LUMO	-0.35	eV
frontier orbital gap	8.1	eV
highest occupied orbital energy	-8.48	eV

```
! wB97M-V def2-TZVPD RIJCOSX def2/J DEFGRID3
* xyz 0 1
O 4.0850 18.0100 -0.4970
O 1.6450 14.3610 -5.7190
O 1.4270 17.0930 -5.6090
O -2.4950 12.1950 -6.6970
O -0.9000 12.8920 0.9930
O -3.9770 16.3760 -5.2380
O -2.4900 12.8160 -2.9530
O -2.6970 19.2740 -3.7140
O 1.8500 12.1560 -1.0100
O -4.8590 14.7700 -1.6950
O -0.1690 17.7950 1.0920
O 0.9180 20.2790 -0.7090
O 1.3200 16.3510 -1.4580
N -2.9780 15.6750 -0.7680
N -1.1270 15.2830 1.0370
N -0.8960 12.8870 -5.1180
N -0.6930 20.7710 -2.3480
N 4.3860 17.6360 -2.8980
N -1.2030 19.5090 -0.7020
N 1.9340 16.8220 1.6240
N -3.6470 17.2630 -2.8580
N 3.7040 17.3600 -5.7120
N 0.7840 14.4180 0.4550
N -3.3920 13.5990 -0.2220
N 2.7290 18.8570 -2.2270
N 1.5860 18.8560 2.1100
N -0.2750 12.5180 -7.2070
N -3.8350 19.1150 -1.7580
N 2.5460 18.9010 -4.7900
C 3.7570 18.1050 -1.8620
C 2.4820 17.7770 -5.4240
C -0.4720 15.1770 -2.5390
C 2.9480 14.4730 -3.8030
C 2.9100 14.1130 -5.2560
C -1.2580 12.5560 -6.2990
C -0.3250 20.1600 -1.2740
C -2.9570 15.4440 -5.5270
C -0.4100 14.2210 0.8850
C 0.8630 11.5450 -1.8210
C -3.6100 12.1110 -3.3420
C -1.6550 16.2720 -5.4860
C -3.3660 18.5270 -2.7630
C -3.7450 14.6990 -0.9090
C 0.0620 16.5040 -2.1060
C 1.1250 17.8160 1.4940
H 0.9800 19.6830 2.0440
H 2.1400 19.1990 -1.5730
H -1.9790 15.2430 1.6260
H -3.3470 16.8230 -3.8230
H -1.5420 12.8980 -4.3790
H -0.7560 15.7500 -5.7380
H -2.9690 16.4820 -1.3610
H -4.0390 12.8050 -0.1910
H 4.0330 14.7250 -3.6770
H 0.5780 10.6640 -1.2110
H 0.6090 12.7720 -6.9260
H -0.8470 18.9490 0.0680
H -2.5590 13.4940 0.3940
H -4.1360 16.6590 -2.1970
H -3.1660 11.1780 -3.7070
H 2.2490 11.4260 -0.5570
H 1.2070 11.3120 -2.8670
H 4.0480 17.6160 -3.8590
H 1.8440 17.0980 -1.7730
H -4.5490 18.7690 -1.1160
H -4.3080 12.6710 -4.0920
H -3.0030 14.6730 -4.7290
H 3.6090 14.7750 -5.8380
H 5.2890 17.2170 -2.6980
H 2.6390 18.8290 2.2460
H -0.7340 14.3920 -1.7740
H 0.0580 13.0510 -4.9160
H -2.8310 13.3880 -2.2350
H 0.1710 14.6940 -3.2030
H -4.1080 16.9290 -6.0190
H -1.7450 17.0670 -6.2400
H -2.2100 19.3830 -1.0270
H -0.3980 11.9920 -8.0810
H -1.5270 16.7350 -4.5340
H -0.6060 16.9460 -1.4480
H 2.7420 13.7980 -2.9760
H -2.2420 15.5670 -0.0550
H 0.1360 17.0990 -2.9270
H -1.5600 20.4140 -2.8200
H 1.5210 19.1240 -4.7150
H 0.0050 12.2370 -1.6910
H 0.8700 15.1550 -0.2700
H -0.6350 16.1970 1.1110
H 3.2690 19.6520 -4.8350
H 1.2780 15.2480 -5.6090
H 3.6370 16.5520 -6.3460
H 2.5440 18.9610 -3.2430
H -4.1960 11.8800 -2.4360
H 4.6520 17.7620 -5.6170
H -1.4800 15.4900 -2.8640
H 3.1270 13.0660 -5.4680
H 2.5120 15.4340 -3.5570
H -3.1220 14.9070 -6.3800
H 0.0310 21.3830 -2.8720
H 2.9860 16.8140 2.0320
H 1.3310 13.5370 0.2030
H -3.8890 20.0910 -1.7710
H 1.6080 15.9690 1.3240
*
```

Here are the Mulliken charges for atoms 1 to 6, given in e: number 1, O, carries -0.76; number 2, O, carries -0.41; number 3, O, carries -0.63; number 4, O, carries -0.77; number 5, O, carries -0.84; number 6, O, carries -0.55

***

Tell me which of them is the least stable. Sure, it is version Q.

***

Version P
The following is a DFT calculation (ωB97M-V with the def2-TZVPD basis set) of a cluster of 2 separate species, C3HBr2O2 in total.

LUMO	2.79	eV
frontier orbital gap	7.5	eV
highest occupied orbital energy	-4.75	eV

```
! wB97M-V def2-TZVPD RIJCOSX def2/J DEFGRID3
* xyz -1 1
Br -0.8657 2.8460 0.1619
Br 3.7314 -0.6501 0.1709
O 1.9484 2.5504 0.4530
O 1.2102 2.0068 -1.6251
C 1.8890 -0.6459 -0.0416
C 0.6831 -0.8159 0.0648
C 1.2168 2.3013 -0.4506
H -0.3916 -0.7880 0.2503
*
```

Here are the Mulliken charges for atoms 1 to 6, given in e: number 1, Br, carries -0.61; number 2, Br, carries -0.04; number 3, O, carries -0.51; number 4, O, carries -0.53; number 5, C, carries -0.65; number 6, C, carries 0.30

***

Version Q
The following is a DFT calculation (ωB97M-V with the def2-TZVPD basis set) of a cluster of 2 separate species, C3HBr2O2 in total.

LUMO	3.41	eV
frontier orbital gap	7.2	eV
highest occupied orbital energy	-3.82	eV

```
! wB97M-V def2-TZVPD RIJCOSX def2/J DEFGRID3
* xyz -1 1
Br 2.4580 0.1080 0.3565
Br 0.2544 3.3321 -0.1586
O -0.9343 -1.8653 -1.0702
O -0.3897 -2.2465 1.1583
C -0.5487 -1.8758 0.0501
C -0.1500 1.2378 -0.0799
C 0.5883 0.2139 0.0879
H -1.2779 1.0958 -0.3442
*
```

Here are the Mulliken charges for atoms 1 to 6, given in e: number 1, Br, carries -0.24; number 2, Br, carries -0.43; number 3, O, carries -0.45; number 4, O, carries -0.44; number 5, C, carries 0.73; number 6, C, carries -0.31

***

Tell me which of them is the least stable. Sure, it is version Q.

***

Version P
The following is a DFT calculation (ωB97M-V with the def2-TZVPD basis set) of a cluster of 2 separate species, C3H7NO3 in total.

LUMO	0.52	eV
frontier orbital gap	10.7	eV
highest occupied orbital energy	-10.16	eV
SMILES	CC(=O)O.NC=O

```
! wB97M-V def2-TZVPD RIJCOSX def2/J DEFGRID3
* xyz 0 1
O 3.8307 4.7194 -3.3054
O 0.4242 2.5801 1.1529
O 1.8307 1.1218 2.1433
N 5.3667 3.2836 -2.4134
C -0.4062 1.4092 3.0249
C 4.9394 4.2154 -3.3053
C 0.7446 1.6549 2.0955
H 4.7282 2.9668 -1.6796
H 6.3132 2.8994 -2.4689
H 5.7244 4.4788 -4.0550
H 1.2399 2.6755 0.5894
H -0.6886 2.3419 3.5414
H -0.1303 0.6569 3.7829
H -1.2807 1.0390 2.4638
*
```

Here are the Mulliken charges for atoms 1 to 6, given in e: number 1, O, carries -0.55; number 2, O, carries -0.45; number 3, O, carries -0.55; number 4, N, carries -0.32; number 5, C, carries -0.86; number 6, C, carries 0.16

***

Version Q
The following is a DFT calculation (ωB97M-V with the def2-TZVPD basis set) of a structure of composition C3H7NO3.

LUMO	0.53	eV
frontier orbital gap	8.9	eV
highest occupied orbital energy	-8.34	eV

```
! wB97M-V def2-TZVPD RIJCOSX def2/J DEFGRID3
* xyz 0 1
O -0.9428 1.4980 -0.6136
O 1.7823 1.5570 0.0450
O -1.3844 -0.3178 0.7297
N -0.6613 0.9509 0.5643
C -0.6583 0.7163 -1.8087
C 1.4397 -0.5984 1.2314
C 1.1914 0.6045 0.4082
H 2.4697 -1.0334 0.8973
H -1.6214 -0.3834 1.7030
H 1.3716 -0.1592 2.3112
H 0.6441 -1.2998 1.1291
H 0.1765 0.0127 -1.4652
H -0.1462 1.3737 -2.5055
H -1.5055 0.2413 -2.2093
*
```

Here are the Mulliken charges for atoms 1 to 6, given in e: number 1, O, carries -0.24; number 2, O, carries -0.44; number 3, O, carries -0.51; number 4, N, carries 0.03; number 5, C, carries -0.53; number 6, C, carries -0.97

***

Version R
The following is a DFT calculation (ωB97M-V with the def2-TZVPD basis set) of a structure of composition C3H7NO3.

LUMO (alpha / beta)	-1.24 / -0.43	eV
frontier orbital gap (alpha / beta)	7.9 / 8.8	eV
highest occupied orbital energy (alpha / beta)	-9.09 / -9.26	eV

```
! wB97M-V def2-TZVPD RIJCOSX def2/J DEFGRID3
* xyz 0 1
O -0.3223 2.1945 1.3486
O -1.4433 -0.2959 0.9896
O 1.7933 0.5497 -0.7051
N -0.0322 1.6682 0.1533
C -0.3743 -0.8467 0.4928
C 0.8819 0.6463 0.3224
C -0.5132 -1.4166 -0.9232
H -1.2140 -2.2508 -0.8771
H -1.1338 2.7145 1.2012
H -0.9111 -0.6533 -1.5960
H 1.4134 0.6249 1.2784
H 0.4419 -1.8012 -1.2889
H 1.3067 0.4689 -1.5374
H 0.1071 -1.6024 1.1414
*
```

Here are the Mulliken charges for atoms 1 to 6, given in e: number 1, O, carries -0.27; number 2, O, carries -0.57; number 3, O, carries -0.49; number 4, N, carries -0.28; number 5, C, carries 0.50; number 6, C, carries -0.15

***

Version S
The following is a DFT calculation (ωB97M-V with the def2-TZVPD basis set) of a cluster of 2 separate species, C3H7NO3 in total.

LUMO	0.54	eV
frontier orbital gap	10.3	eV
highest occupied orbital energy	-9.75	eV
SMILES	O=CCNC=O.O

```
! wB97M-V def2-TZVPD RIJCOSX def2/J DEFGRID3
* xyz 0 1
O 1.1906 -1.1428 0.9307
O -0.4551 -0.3436 -2.9592
O 0.9549 1.2631 4.4612
N -1.0147 0.6671 -0.9515
C -0.7315 0.6476 -2.2801
C -0.8529 -0.6446 -0.3189
C 0.6538 -0.9346 -0.1785
H -1.8807 1.1724 -0.5533
H 1.6301 1.9819 4.4475
H -0.6118 1.6776 -2.7502
H 1.4882 0.4961 4.3188
H -1.1241 -1.4139 -1.1134
H -1.4669 -0.6255 0.6663
H 1.1288 -0.5819 -1.1515
*
```

Here are the Mulliken charges for atoms 1 to 6, given in e: number 1, O, carries -0.49; number 2, O, carries -0.51; number 3, O, carries -0.64; number 4, N, carries -0.30; number 5, C, carries 0.01; number 6, C, carries -0.31

***

Tell me which of them is the least stable. Sure, it is version Q.

***

Version P
The following is a DFT calculation (ωB97M-V with the def2-TZVPD basis set) of the molecule C3H7NO3.

LUMO	0.48	eV
frontier orbital gap	10.2	eV
highest occupied orbital energy	-9.70	eV
SMILES	N[C@@H](CO)C(=O)O

```
! wB97M-V def2-TZVPD RIJCOSX def2/J DEFGRID3
* xyz 0 1
O 0.2808 1.2248 -1.2709
O -1.7907 1.0384 -0.5572
O 2.0653 -0.6399 -0.2482
N -1.1486 -0.7174 1.3558
C -0.6418 0.7118 -0.5027
C -0.0756 -0.1142 0.7234
C 0.9426 -1.1629 0.4426
H 0.4218 -1.8530 -0.3273
H 2.5001 -1.2416 -0.8384
H -1.3851 -0.2360 2.1818
H 1.3212 -1.8057 1.3386
H 0.3665 0.5527 1.4726
H 1.0534 0.6234 -1.4246
H -2.0316 -0.6125 0.7375
*
```

Here are the Mulliken charges for atoms 1 to 6, given in e: number 1, O, carries -0.49; number 2, O, carries -0.56; number 3, O, carries -0.56; number 4, N, carries -0.67; number 5, C, carries 0.51; number 6, C, carries 0.26

***

Version Q
The following is a DFT calculation (ωB97M-V with the def2-TZVPD basis set) of the molecule C3H7NO3.

LUMO	0.70	eV
frontier orbital gap	10.3	eV
highest occupied orbital energy	-9.63	eV
SMILES	N[C@@H](CO)C(=O)O

```
! wB97M-V def2-TZVPD RIJCOSX def2/J DEFGRID3
* xyz 0 1
O -1.0959 -2.0603 0.3317
O -1.6874 -0.8407 -1.4431
O 0.5402 2.0989 -0.9288
N 0.1012 -0.2066 1.6706
C -1.0044 -0.9505 -0.4655
C -0.3011 0.1388 0.3217
C 0.8330 0.7136 -0.5714
H -1.0421 0.9691 0.4164
H 1.3918 2.4383 -1.2345
H 0.7977 0.2467 -1.5476
H 0.6384 -1.0642 1.6413
H 0.6367 0.5501 2.0725
H -1.5391 -2.6696 -0.2905
H 1.7310 0.6364 0.0273
*
```

Here are the Mulliken charges for atoms 1 to 6, given in e: number 1, O, carries -0.45; number 2, O, carries -0.53; number 3, O, carries -0.52; number 4, N, carries -0.67; number 5, C, carries 0.16; number 6, C, carries 0.49

***

Tell me which of them is the least stable. Sure, it is version P.